(1)
{
  "formula": "C2H7N3",
  "method": "wB97M-V/def2-TZVPD",
  "elements": ["H", "N", "C", "C", "N", "N", "H", "H", "H", "H", "H", "H"],
  "xyz": [[-1.74225, -0.57059, -0.67504], [-0.83886, -0.57737, -1.17703], [0.08555, -0.09855, -0.46590], [1.50502, -0.10814, -0.98109], [-0.10591, 0.44966, 0.82528], [-1.30758, 0.31719, 1.53092], [2.18645, 0.38495, -0.27633], [1.81121, -1.13810, -1.06958], [1.45072, 0.40509, -1.91938], [0.60297, 0.89584, 1.34954], [-2.14816, 0.73517, 1.06660], [-1.49916, -0.69515, 1.79201]],
  "charge": 0,
  "smiles": "[H]/N=C(/C)NN",
  "relative_energy_kcal_mol": 27.15
}

---

(2)
{
  "formula": "C10H13N2OS",
  "method": "wB97M-V/def2-TZVPD",
  "elements": ["C", "C", "C", "C", "C", "C", "C", "C", "C", "C", "N", "N", "O", "S", "H", "H", "H", "H", "H", "H", "H", "H", "H", "H", "H", "H", "H"],
  "xyz": [[-0.51236, 1.32094, -2.87269], [0.81168, 1.20049, -2.54401], [-1.51783, 0.91290, -1.97390], [1.12480, 0.73019, -1.28913], [-1.13457, 0.29380, -0.71474], [0.22904, 0.42149, -0.35050], [-3.33181, 0.16364, 0.13136], [-1.78238, -1.80376, 0.42864], [0.25976, 0.55573, 2.16403], [3.34264, -0.89081, 1.56788], [-2.16282, -0.33834, 0.10168], [0.83809, 0.10149, 0.91923], [-4.38432, 0.63256, 0.04564], [1.66500, -1.40659, 0.93512], [-0.83760, 1.69125, -3.88572], [1.51726, 1.35875, -3.31919], [-2.55820, 0.82282, -2.32828], [2.25328, 0.60236, -1.05224], [-2.41869, -2.22930, 1.25356], [-1.86228, -2.28099, -0.55945], [-0.71373, -1.50570, 0.66532], [1.00873, 0.40404, 2.96545], [0.17115, 1.69768, 2.11787], [-0.71392, 0.08170, 2.51078], [3.39332, 0.20959, 1.27204], [4.08623, -1.63199, 1.20291], [3.22954, -1.11393, 2.60833]],
  "charge": 1,
  "relative_energy_kcal_mol": 94.14
}

---

(3)
{
  "formula": "C6H13N",
  "method": "wB97M-V/def2-TZVPD",
  "elements": ["C", "C", "C", "C", "H", "H", "H", "H", "H", "H", "H", "H", "C", "C", "N", "H", "H", "H", "H", "H"],
  "xyz": [[-0.97494, 1.04947, -1.40705], [-1.87722, 0.07769, 0.74251], [-0.72242, 0.08502, -0.25411], [-0.20525, -1.20043, -0.58618], [-0.11990, 1.07411, -2.07894], [-1.87291, 0.76401, -1.95980], [-2.01849, 1.07000, 1.17516], [-2.81305, -0.19022, 0.24613], [-1.11640, 2.06120, -1.02786], [-1.71601, -0.64380, 1.54662], [0.38620, -1.32852, -1.48079], [-0.49621, -2.08989, -0.04503], [1.85763, -0.98462, 0.69960], [0.81514, 0.49415, 0.50627], [1.46501, 1.46252, -0.07677], [2.46981, 1.40863, 0.07867], [0.48125, 0.47257, 1.54570], [2.38646, -1.25321, -0.21066], [1.50251, -1.86055, 1.24040], [2.56878, -0.46813, 1.34612]],
  "charge": 0,
  "relative_energy_kcal_mol": 109.33
}

---

(4)
{
  "formula": "CH8N2S",
  "method": "wB97M-V/def2-TZVPD",
  "elements": ["N", "C", "N", "H", "H", "H", "H", "H", "H", "S", "H", "H"],
  "xyz": [[0.53613, -1.10090, -0.51270], [1.43744, 0.05712, -0.08452], [0.61410, 0.77671, 0.81921], [0.48570, -1.69570, 0.25220], [0.56336, -1.40120, -1.46263], [1.81878, 0.69513, -1.01303], [2.36686, -0.34381, 0.44626], [-0.02727, 1.17711, 0.13876], [1.13147, 1.54837, 1.23093], [-3.05780, -0.49201, 0.03185], [-3.91973, 0.47338, -0.44052], [-1.94904, 0.30581, 0.59420]],
  "charge": 0,
  "smiles": "NCN.S",
  "relative_energy_kcal_mol": 25.21
}

---

(5)
{
  "formula": "C2H3N3",
  "method": "wB97M-V/def2-TZVPD",
  "elements": ["C", "N", "C", "N", "N", "H", "H", "H"],
  "xyz": [[1.23139, 0.02572, 0.08842], [0.52943, -1.08275, -0.25409], [-0.70721, -0.64897, -0.24554], [-0.73537, 0.66303, 0.04851], [0.51636, 1.12121, 0.27010], [2.27663, -0.07778, 0.32937], [-1.57777, -1.27636, -0.35839], [-1.53345, 1.27591, 0.12162]],
  "charge": 0,
  "smiles": "c1nc[nH]n1",
  "relative_energy_kcal_mol": 1.70
}

---

(6)
{
  "formula": "C3H9NO",
  "method": "wB97M-V/def2-TZVPD",
  "elements": ["C", "C", "C", "N", "H", "H", "H", "H", "H", "H", "H", "O", "H", "H"],
  "xyz": [[1.39206, -0.73571, 0.76162], [1.81547, 0.39597, 0.20444], [1.83772, 0.59161, -1.27473], [2.42813, 1.43781, 0.90394], [1.50519, -0.87531, 1.83546], [0.90335, -1.43638, 0.11112], [1.06628, 0.01302, -1.78759], [2.81985, 0.42578, -1.71393], [1.62928, 1.63674, -1.55951], [2.36570, 1.36174, 1.90903], [2.06092, 2.33955, 0.62389], [-5.99811, -1.34428, -0.44400], [-6.51754, -2.04992, -0.84173], [-5.12607, -1.72108, -0.26503]],
  "charge": 0,
  "smiles": "C=C(C)N.O",
  "relative_energy_kcal_mol": 25.41
}

---

Number 1: F_max 0.037 Eh/bohr. Number 2: F_max 0.095 Eh/bohr. Number 3: F_max 0.043 Eh/bohr. Number 4: F_max 0.080 Eh/bohr. Number 5: F_max 0.012 Eh/bohr. Number 6: F_max 0.027 Eh/bohr.